# 1
Entry from the OMol25 dataset: 11 unconnected molecules or ions with the total composition C4H26O13 at a distorted geometry (ωB97M-V/def2-TZVPD).

Geometry as ORCA input:
```
! wB97M-V def2-TZVPD RIJCOSX def2/J DEFGRID3
* xyz -2 1
O 1.06887 1.56214 -2.78212
C 0.80210 2.16582 -1.68832
O -0.29553 2.78881 -1.49212
C 1.84520 1.80600 -0.50729
C 1.75550 0.52682 0.39671
C 0.48378 -0.20723 -0.05941
O -0.01959 -1.18955 0.73268
H 1.80465 2.55744 0.29722
H 2.81907 1.71853 -1.09339
H 1.82884 0.72283 1.47904
H 2.71770 -0.12581 0.20494
H -0.30990 0.51523 -0.04745
H 0.49323 -0.66288 -1.07061
H -0.30818 3.32819 1.87402
H -0.50345 1.92327 2.25993
O 0.03633 2.71262 2.48540
H -1.48963 3.31506 -0.52348
H -1.96604 2.42829 0.65030
O -1.92891 3.38848 0.30364
H 2.20242 -0.71991 -4.54942
H 1.82174 0.15884 -3.17460
O 2.20441 -0.71867 -3.46612
H -1.99474 1.05889 -1.69142
H -1.56020 -0.28295 -1.15772
O -2.36099 0.29377 -1.31883
H -3.57711 -1.27706 -1.47982
H -3.09674 -2.69438 -1.08009
O -3.81013 -2.18437 -1.30007
H 0.82717 -3.08814 -1.42654
H 0.90971 -2.41519 -0.03594
O 1.20760 -3.20428 -0.52697
H -1.67614 0.77355 1.96161
H -2.35155 0.37224 0.63030
O -2.27128 0.99876 1.28864
H -1.28615 -2.05181 0.41313
H -0.87937 -3.34136 0.16743
O -1.72037 -2.93903 0.20110
H -1.20809 -1.26926 3.22072
H -0.29250 -0.90096 2.24040
O -0.49147 -0.71075 3.25041
H 3.00644 -2.28453 1.78919
H 3.68902 -0.91245 2.37952
O 3.87431 -1.93499 2.24538
*
```

E_LUMO in eV: 5.4062
Energy in eV: -31188.140
Highest occupied orbital energy in eV: -3.00
Frontier orbital gap in eV: 8.41
M in g mol⁻¹: 282.24

***

# 2
Entry from the OMol25 dataset: a molecular structure, C5H4NaO4 at a distorted geometry (ωB97M-V/def2-TZVPD).

Geometry as ORCA input:
```
! wB97M-V def2-TZVPD RIJCOSX def2/J DEFGRID3
* xyz 2 2
C -3.30282 0.14681 -0.53581
C -3.66069 0.89134 0.35334
H -3.64932 1.75192 -0.58606
H -1.09535 1.56918 0.47009
O 0.18157 -0.27701 0.40337
C 0.66894 0.97144 0.03555
O 1.75489 1.09770 -0.45659
O -0.22090 1.88970 0.15296
Na 3.40435 2.10947 -1.53011
C 1.12325 -1.48171 0.61436
C 0.95823 -1.51388 -0.69927
O 1.77472 -2.03456 1.52914
H 0.52750 -2.15769 -1.47021
H 1.53563 -2.96271 1.71925
*
```

E_LUMO (spin up / spin down) in eV: -8.9948 / -12.3245
Expectation value of S²: 1.768
Energy in eV: -17825.896
Highest occupied orbital energy (spin up / spin down) in eV: -17.20 / -17.55
Relative energy (zero: lowest compared OMol25 entry of this formula, charge and spin) in eV: 4.475
Frontier orbital gap (spin up / spin down) in eV: 8.21 / 5.23
M in g mol⁻¹: 151.07

***

# 3
Entry from the OMol25 dataset: 2 unconnected molecules or ions with the total composition C3H12NOS at a distorted geometry (ωB97M-V/def2-TZVPD).

Geometry as ORCA input:
```
! wB97M-V def2-TZVPD RIJCOSX def2/J DEFGRID3
* xyz 1 1
C -1.56686 -0.75668 0.20096
C -0.59053 -0.68810 -0.93471
C 0.79573 0.08497 -0.59784
S 1.73514 0.42042 -2.21569
N -0.27974 -2.17344 -1.36725
H -2.26251 -1.65770 0.19243
H -2.14151 0.16983 0.20926
H -0.94472 -0.70504 1.11162
H -0.89499 -0.30724 -1.92628
H 0.72843 0.94203 0.02094
H 1.34753 -0.63108 0.02773
H 1.26186 1.06853 -3.31190
H 0.76528 -2.16492 -1.50752
H -0.55470 -2.98135 -0.83418
H -0.59543 -2.25085 -2.34775
H 1.38285 4.21717 3.78098
H 0.47946 3.77011 4.92460
O 1.33473 3.64332 4.57462
*
```

E_LUMO in eV: -3.5782
Energy in eV: -17670.295
Highest occupied orbital energy in eV: -13.51
Relative energy (zero: lowest compared OMol25 entry of this formula, charge and spin) in eV: 2.157
Frontier orbital gap in eV: 9.94
M in g mol⁻¹: 110.20

***

Q: Look up the energy of the second one.
A: -17825.896 eV

***

Q: The highest energy belongs to which entry?
A: C3H12NOS

***

Q: Which of these has the lowest energy?
A: C4H26O13

***

Q: energy of number 2 (C5H4NaO4)?
A: -17825.896 eV